[1]
Computed, not measured: a structure of composition C5H6O at a distorted geometry, with the ωB97M-V functional and the def2-TZVPD basis.

The geometry in ORCA input format:
```
! RIJCOSX wB97M-V def2-TZVPD def2/J DEFGRID3
* xyz 0 1
C 1.32107 -0.34082 -0.05134
C 0.95067 0.81532 -0.58537
C 0.11232 -0.77230 0.76170
C -1.10465 -0.32585 0.03557
C -0.45730 1.35941 -0.56271
O 0.47531 1.51166 -1.63973
H 2.21329 -0.80726 -0.27379
H 0.10901 -1.92668 0.58924
H 0.19420 -0.49226 1.94428
H -0.98068 -1.00242 -0.78807
H -1.99696 -0.24493 0.58935
H -0.83626 2.22614 -0.01914
*
```

The LUMO energy comes out at 1.0 eV. As for the orbital gap: 9.68 eV.

Here are the natural (NBO) charges for atoms 1 to 8, given in e:
1. C -0.317
2. C 0.300
3. C -0.421
4. C -0.377
5. C -0.024
6. O -0.425
7. H 0.221
8. H 0.217

---

[2]
Computed, not measured: a cluster of 2 separate species, CH4O3S in total at a distorted geometry, with the ωB97M-V functional and the def2-TZVPD basis.

The geometry in ORCA input format:
```
! RIJCOSX wB97M-V def2-TZVPD def2/J DEFGRID3
* xyz 0 1
C 1.28643 -0.45592 -1.52413
O -1.88170 0.59711 1.63159
O 0.04221 -0.92460 -1.65368
O 1.48795 -0.05174 -0.43311
S -0.44811 1.60847 0.88917
H 2.07738 -0.67564 -2.23689
H -1.59994 0.55431 2.60096
H -0.37053 -0.62662 -0.87212
H -0.76187 2.83423 1.49262
*
```

Its SMILES is O=CO.OS. The LUMO energy comes out at -0.3 eV. As for the orbital gap: 9.45 eV.

Here are the natural (NBO) charges for atoms 1 to 8, given in e:
1. C 0.630
2. O -0.810
3. O -0.672
4. O -0.594
5. S 0.220
6. H 0.148
7. H 0.476
8. H 0.493

---

[3]
Computed, not measured: a cluster of 25 separate species, C9H66NO25 in total at a distorted geometry, with the ωB97M-V functional and the def2-TZVPD basis.

The geometry in ORCA input format:
```
! RIJCOSX wB97M-V def2-TZVPD def2/J DEFGRID3
* xyz -1 1
C 2.21294 -2.20239 0.66348
C 0.95254 -1.67647 -0.04717
C -0.17792 -2.46734 0.65718
C -1.58874 -1.82609 0.42982
C -1.54441 -0.41580 0.91289
C -0.53354 0.45493 0.06378
N 0.85530 -0.19621 0.15480
O 1.87295 0.57368 -0.52577
C -0.52462 1.92071 0.63030
C -1.18504 0.57743 -1.34365
C 1.08130 -2.16091 -1.54074
H 2.29781 -2.00025 1.73121
H 3.05970 -1.65444 0.25012
H 2.41737 -3.26767 0.55631
H -0.13910 -2.43407 1.74598
H -0.30445 -3.49145 0.30607
H -2.22866 -2.42453 1.07826
H -2.04218 -2.05344 -0.53497
H -1.22705 -0.30753 1.95002
H -2.58150 -0.10911 0.77688
H 0.20159 2.53722 0.10056
H -0.17906 1.88968 1.66362
H -1.53397 2.33124 0.65851
H -2.02960 1.26310 -1.41201
H -1.47308 -0.36306 -1.81333
H -0.53395 1.12323 -2.02650
H 1.25065 -3.22538 -1.37851
H 1.95963 -1.81094 -2.08308
H 0.21719 -1.93454 -2.16539
O 5.98055 -6.07159 4.55537
H 5.62610 -5.53409 3.84708
H 5.63484 -6.94824 4.38745
O 3.08913 -1.35779 7.24642
H 3.97148 -1.07213 7.48323
H 2.64990 -1.50031 8.08488
O -2.97505 9.11291 -0.69278
H -3.90440 9.23412 -0.49824
H -2.95214 8.37909 -1.30696
O -7.46941 -4.15907 -1.17788
H -7.07606 -4.51934 -0.38308
H -8.19430 -4.75169 -1.37678
O 2.83968 1.15135 -5.71043
H 2.74103 1.11908 -4.75888
H 3.76864 0.97684 -5.86146
O -5.71017 -3.31011 -5.49687
H -5.58357 -2.81996 -4.68449
H -4.91630 -3.83757 -5.58510
O 3.03611 1.70760 4.28335
H 2.87345 0.96508 4.86510
H 2.41880 1.58689 3.56181
O 2.14548 -6.65310 -6.69737
H 3.01117 -6.39700 -6.37920
H 1.84336 -7.30920 -6.06930
O -6.45401 4.39927 -3.80953
H -5.96591 4.42534 -4.63252
H -6.53630 3.46699 -3.60875
O 6.94426 1.77238 1.44373
H 6.67216 1.20894 0.71935
H 6.12451 2.05265 1.85078
O -1.18937 -0.03089 -7.89735
H -0.36364 0.17273 -7.45811
H -1.42235 -0.90273 -7.57821
O 6.90217 2.23148 -3.26729
H 7.40511 2.85383 -2.74197
H 6.07260 2.13757 -2.79909
O 3.84086 5.57440 -0.78742
H 3.48653 4.69807 -0.63664
H 4.77407 5.43195 -0.94576
O -6.02420 3.78584 5.38303
H -6.98018 3.83414 5.38261
H -5.74399 4.57153 4.91354
O -2.67746 2.10680 8.30214
H -3.22876 1.81983 7.57416
H -2.15599 1.33612 8.52659
O 0.48884 8.46375 4.56143
H 0.90364 8.18268 3.74586
H 1.01733 9.20535 4.85631
O 1.64195 9.40971 -0.36351
H 0.71097 9.22984 -0.49446
H 2.07303 8.56951 -0.51987
O 6.32973 -2.09008 -7.48564
H 6.61859 -2.66037 -8.19808
H 6.01937 -2.69084 -6.80815
O -1.95104 -4.65510 -6.99030
H -2.06481 -4.50224 -7.92835
H -1.01124 -4.80191 -6.88332
O -4.47376 8.09667 3.50123
H -3.84397 8.20998 2.78937
H -4.41026 8.90568 4.00888
O 6.14928 -5.47236 -4.11380
H 5.44398 -5.32247 -3.48426
H 6.89179 -5.75447 -3.57966
O -6.46435 -6.68549 2.56988
H -6.48143 -7.55716 2.96502
H -6.37872 -6.08716 3.31210
O 1.69111 -5.76802 6.09493
H 1.46865 -4.83826 6.04713
H 2.64767 -5.78769 6.06605
O -5.98863 -2.04442 5.99708
H -6.70803 -1.50532 5.66834
H -5.20021 -1.63742 5.63795
*
```

The LUMO energy comes out at 1.6 eV. As for the orbital gap: 3.91 eV.

Here are the Mulliken charges for atoms 1 to 8, given in e:
1. C -1.886
2. C 1.419
3. C -1.128
4. C -0.698
5. C -1.005
6. C 1.485
7. N 0.407
8. O -0.885

---

[4]
Computed, not measured: the ion C17H24ClN2O with charge +1 at a distorted geometry, with the ωB97M-V functional and the def2-TZVPD basis.

The geometry in ORCA input format:
```
! RIJCOSX wB97M-V def2-TZVPD def2/J DEFGRID3
* xyz 1 1
C 1.97889 -0.86674 -1.51724
C 1.15172 -1.52341 -0.42352
N 1.49247 -1.06173 0.94481
C 1.33843 0.39561 1.14268
H 0.61824 0.77436 0.41855
H 2.28441 0.91671 1.00311
C 0.78673 0.59641 2.57288
N -0.06999 -0.54453 2.89296
H 0.06462 -0.82747 3.85659
C -1.51120 -0.33046 2.66998
C -1.86010 -0.35108 1.22094
C -2.35595 -1.34375 0.42538
C -2.48072 -0.79415 -0.87047
C -2.05086 0.50816 -0.78713
C -1.91413 1.54789 -1.78711
C -1.47284 2.82214 -1.42183
C -1.32941 3.81731 -2.36621
C -1.62621 3.54908 -3.69598
C -2.06931 2.28826 -4.07631
C -2.21121 1.29637 -3.12850
H -2.55865 0.32108 -3.42884
H -2.30310 2.09188 -5.11031
Cl -1.44517 4.78652 -4.87995
H -0.99394 4.80069 -2.07806
H -1.25437 3.03255 -0.38564
O -1.67155 0.77364 0.48911
H -2.85370 -1.29762 -1.73705
H -2.61405 -2.33788 0.72739
H -2.04573 -1.14381 3.16177
H -1.83832 0.62257 3.10560
H 0.24960 1.54802 2.62146
H 1.60974 0.63887 3.28813
C 2.79428 -1.57293 1.43937
C 2.72529 -3.04543 1.80838
H 2.56214 -3.68029 0.94246
H 3.66796 -3.34357 2.25829
H 1.93406 -3.22712 2.53221
H 3.55595 -1.40087 0.67807
H 3.06170 -0.99725 2.32613
H 0.74225 -1.38797 1.64430
H 1.28712 -2.60479 -0.45476
H 0.09348 -1.31332 -0.59133
H 1.84167 0.21065 -1.53502
H 3.03812 -1.08590 -1.41846
H 1.65161 -1.25669 -2.47681
*
```

Its SMILES is CC[NH+](CC)CCNCc1ccc(-c2ccc(Cl)cc2)o1. The LUMO energy comes out at -2.3 eV. As for the orbital gap: 8.42 eV.

Here are the natural (NBO) charges for atoms 1 to 8, given in e:
1. C -0.634
2. C -0.223
3. N -0.427
4. C -0.242
5. H 0.242
6. H 0.233
7. C -0.252
8. N -0.643

---

[5]
Computed, not measured: a structure of composition C4H6N2O at a distorted geometry, with the ωB97M-V functional and the def2-TZVPD basis.

The geometry in ORCA input format:
```
! RIJCOSX wB97M-V def2-TZVPD def2/J DEFGRID3
* xyz 0 1
C -2.35855 -0.44724 0.03542
C -0.96503 -0.06024 0.04876
C 0.86857 1.18739 -0.18737
C 1.21365 -0.17376 -0.15416
H -2.87686 0.56025 0.44127
H -2.63836 -1.56894 0.46132
H -2.68300 -0.63132 -1.11985
H 1.17816 2.36809 0.06369
H 3.01670 -1.15852 1.03531
H 3.23982 0.32662 -0.52739
N -0.55085 1.14820 0.09503
N 2.49811 -0.65320 0.06401
O 0.05764 -0.89733 -0.25605
*
```

The LUMO energy comes out at 0.4 eV. As for the orbital gap: 8.23 eV.

Here are the natural (NBO) charges for atoms 1 to 8, given in e:
1. C -0.684
2. C 0.435
3. C -0.211
4. C 0.402
5. H 0.275
6. H 0.241
7. H 0.234
8. H 0.255

---

[6]
Computed, not measured: a structure of composition C43H55ClMgN3O2P2S, with the ωB97M-V functional and the def2-TZVPD basis.

The geometry in ORCA input format:
```
! RIJCOSX wB97M-V def2-TZVPD def2/J DEFGRID3
* xyz -1 1
Mg -1.66307 0.43201 -1.04230
C 0.65039 -1.55287 3.51627
C 1.99473 -1.34657 2.81993
C 2.77005 -0.22832 3.51561
P 1.70437 -0.86122 1.04273
C 3.35320 -1.25214 0.21958
C 4.36047 -2.11667 0.97641
C 4.01530 0.06386 -0.19901
C 0.67234 -2.25716 0.43683
C 1.20127 -3.49744 0.05939
C 0.42545 -4.50003 -0.49724
C 1.02328 -5.82251 -0.90066
C -0.93008 -4.23533 -0.70530
C -1.47747 -3.02397 -0.34078
C -0.70093 -2.02147 0.26388
N -1.27309 -0.78132 0.60979
C -2.25178 -0.78780 1.57871
C -2.69509 -1.94722 2.25870
C -3.73099 -1.90814 3.16924
C -4.39828 -0.72587 3.47513
C -5.54573 -0.69274 4.45086
C -3.92829 0.42647 2.86523
C -2.86341 0.43437 1.97094
P -2.14679 1.95303 1.28147
C -0.84785 2.35096 2.56668
C -0.26542 3.75082 2.35369
C -1.19024 2.11286 4.03505
C -3.50660 3.22486 1.39649
C -3.27103 4.27182 0.30121
C -3.78570 3.92950 2.72502
H 0.79861 -1.73749 4.58442
H 0.10208 -2.39472 3.09684
H 0.01489 -0.67000 3.41052
H 2.56549 -2.27968 2.86653
H 2.18629 0.69690 3.49309
H 3.73132 -0.02150 3.04078
H 2.95717 -0.48022 4.56338
H 3.06231 -1.77620 -0.69658
H 4.68295 -1.63542 1.90215
H 5.25415 -2.26392 0.36187
H 3.97695 -3.10181 1.24164
H 4.28073 0.66589 0.67539
H 3.35117 0.66211 -0.82200
H 4.93326 -0.12878 -0.76332
H 2.26127 -3.68592 0.18433
H 2.10953 -5.81022 -0.79701
H 0.78674 -6.06074 -1.94019
H 0.63998 -6.63879 -0.28370
H -1.55505 -4.98360 -1.18196
H -2.52215 -2.80548 -0.53384
H -2.23327 -2.89989 2.04084
H -4.04165 -2.83415 3.64510
H -6.20293 -1.55480 4.31927
H -6.14884 0.20615 4.31287
H -5.20070 -0.70088 5.48933
H -4.42502 1.35988 3.10187
H -0.08351 1.61195 2.28751
H -0.88947 4.50970 2.82911
H -0.17684 4.00317 1.29595
H 0.73118 3.82772 2.79912
H -1.95112 2.80995 4.39052
H -0.29683 2.25554 4.65271
H -1.55910 1.10014 4.19850
H -4.38954 2.64012 1.11771
H -2.37737 4.86360 0.51660
H -4.11823 4.96119 0.23913
H -3.13452 3.80027 -0.67199
H -2.94870 4.56571 3.01552
H -3.98094 3.24543 3.54847
H -4.66011 4.57822 2.61508
C 4.05653 -3.54842 -4.75137
C 2.79385 -2.76463 -4.50849
C 2.08663 -2.92017 -3.31741
C 0.91606 -2.21874 -3.08657
C 0.43879 -1.35008 -4.05935
C 1.11992 -1.18709 -5.25529
C 2.29628 -1.89281 -5.47041
S -0.99990 -0.37644 -3.70008
O -1.57840 -0.01217 -4.96857
O -1.80726 -1.13540 -2.76000
N -0.47167 0.81241 -2.79077
C 0.32302 1.84234 -3.24819
C 0.47363 2.24744 -4.55940
C 1.34245 3.30397 -4.90199
C 2.07017 3.96992 -3.95967
C 1.94648 3.58867 -2.60072
C 2.68522 4.19680 -1.56188
C 2.55058 3.74247 -0.28211
C 1.65665 2.68065 -0.03333
N 0.93183 2.11462 -0.96015
C 1.07246 2.53987 -2.23921
H 4.67992 -3.57306 -3.85654
H 4.64040 -3.11542 -5.56350
H 3.82702 -4.58251 -5.01889
H 2.45416 -3.59822 -2.55422
H 0.36755 -2.34068 -2.16213
H 0.72257 -0.52488 -6.01191
H 2.83425 -1.76376 -6.40280
H -0.10831 1.76330 -5.33024
H 1.42315 3.58833 -5.94466
H 2.73989 4.77800 -4.22824
H 3.36250 5.00892 -1.80219
H 3.11229 4.17399 0.53639
H 1.55513 2.27425 0.96692
Cl -4.72915 -0.58343 -0.92648
C -3.75912 0.89997 -1.46236
H -4.31892 1.73367 -1.03143
H -3.93583 0.93708 -2.54188
*
```

The LUMO energy comes out at 2.4 eV. As for the orbital gap: 6.37 eV.

Here are the Mulliken charges for atoms 1 to 8, given in e:
1. Mg 1.852
2. C -1.543
3. C 0.387
4. C -1.393
5. P 1.613
6. C 1.261
7. C -1.877
8. C -1.352

---

[7]
Computed, not measured: an isolated molecule of C20H32N2O3S, with the ωB97M-V functional and the def2-TZVPD basis.

The geometry in ORCA input format:
```
! RIJCOSX wB97M-V def2-TZVPD def2/J DEFGRID3
* xyz 0 1
C -4.33817 -2.58441 -0.72026
O -4.65405 -1.56847 0.20674
C -3.82020 -0.49678 0.35739
C -3.90933 0.14603 1.58708
C -3.12552 1.24226 1.89233
C -2.22081 1.72985 0.96373
C -2.13898 1.10786 -0.27639
C -2.92537 0.01118 -0.60451
O -2.88950 -0.59521 -1.83493
C -1.83024 -0.28329 -2.70300
H -0.86290 -0.46037 -2.22404
H -1.88582 0.75157 -3.05712
H -1.94112 -0.95730 -3.55159
H -1.43715 1.50658 -0.98976
C -1.31042 2.87887 1.29096
H -1.40123 3.65678 0.53107
H -1.59838 3.30315 2.25369
C 0.16180 2.42750 1.35701
N 0.76147 2.41543 0.02981
C 1.45711 3.65132 -0.25540
H 1.74174 3.68624 -1.30441
H 0.77604 4.48028 -0.06671
H 2.35460 3.79987 0.36407
C 1.46624 1.19385 -0.29741
C 2.76389 0.92300 0.50260
N 3.19096 -0.43001 0.19910
C 2.84541 -1.40808 1.06761
O 2.49997 -1.14548 2.20908
C 2.87179 -2.86013 0.60426
C 1.51831 -3.48369 0.93443
H 1.34473 -3.48410 2.00805
H 1.45671 -4.50038 0.54765
S 0.13915 -2.53188 0.18489
C -0.56018 -1.76964 1.67527
H -1.04566 -2.53678 2.27279
H 0.24155 -1.29384 2.23299
H -1.29090 -1.03488 1.35227
H 3.05660 -2.96335 -0.46095
H 3.65252 -3.38912 1.15683
C 3.55869 -0.57491 -1.19126
H 3.98822 -1.55629 -1.38427
C 2.34647 -0.30865 -2.08706
C 1.79797 1.08586 -1.78994
H 0.90349 1.28095 -2.38229
H 2.55383 1.82531 -2.06215
H 2.63811 -0.38706 -3.13547
H 1.58139 -1.06097 -1.88333
H 4.33599 0.16994 -1.39999
H 2.58335 0.99355 1.57569
H 3.55461 1.62307 0.22003
H 0.77221 0.37839 -0.05723
H 0.19725 1.42745 1.79308
H 0.71813 3.09872 2.02589
H -3.21550 1.70891 2.86176
H -4.61024 -0.25100 2.30438
H -4.53669 -2.27242 -1.74758
H -4.98831 -3.42044 -0.46093
H -3.29364 -2.89481 -0.63453
*
```

Its SMILES is COc1ccc(CCN(C)[C@H]2CCCN(C(=O)CCSC)C2)cc1OC. The LUMO energy comes out at 0.6 eV. As for the orbital gap: 8.47 eV.

Here are the natural (NBO) charges for atoms 1 to 8, given in e:
1. C -0.242
2. O -0.502
3. C 0.228
4. C -0.234
5. C -0.224
6. C -0.017
7. C -0.322
8. C 0.300